Entry 1:
{
  "formula": "C5H9N3O2",
  "method": "ωB97M-V/def2-TZVPD",
  "elements": ["C", "C", "O", "C", "N", "N", "C", "N", "C", "O", "H", "H", "H", "H", "H", "H", "H", "H", "H"],
  "xyz": [[-2.146, 0.005, 0.919], [-0.856, -0.358, 0.942], [-0.414, -1.117, 2.021], [0.316, 0.540, 0.114], [-0.140, 1.776, -0.426], [1.349, 0.893, 1.036], [0.720, -0.470, -0.940], [1.250, -0.075, -2.189], [0.242, -1.685, -0.691], [-0.001, -2.841, -0.775], [-2.497, 0.784, 0.252], [-2.834, -0.287, 1.705], [-0.618, -2.050, 1.846], [-0.301, 1.669, -1.422], [0.606, 2.460, -0.340], [1.594, 0.074, 1.586], [0.968, 1.575, 1.687], [2.130, -0.558, -2.371], [0.631, -0.333, -2.954]],
  "atomic_forces_ev_per_a": [[0.657, 0.304, -0.014], [-0.638, 2.999, 0.361], [0.496, -0.738, -0.528], [-0.981, -1.960, 0.860], [-0.842, 0.257, -0.608], [0.649, -0.367, 0.655], [-0.996, 0.326, 1.388], [0.714, -0.825, -0.669], [0.715, -2.048, -2.299], [-0.043, 1.746, 0.881], [0.142, -0.251, -0.232], [0.067, -0.383, -0.150], [0.089, 0.295, 0.174], [-0.126, 0.151, 0.106], [-0.088, -0.167, 0.009], [0.108, 0.158, -0.015], [0.078, -0.048, 0.012], [-0.044, 0.405, -0.037], [0.045, 0.146, 0.105]],
  "mulliken_charge": [-0.92, 0.00, -0.52, 1.53, -0.64, -0.81, -0.94, -0.54, 0.64, -0.47, 0.31, 0.30, 0.37, 0.28, 0.28, 0.32, 0.26, 0.28, 0.27],
  "homo_ev": -8.543,
  "smiles": "C=C(O)C(N)(N)C(N)=C=O",
  "lumo_ev": 0.144,
  "orbital_gap_ev": 8.69,
  "e_tot_ev": -13893.369,
  "total_charge": 0
}

Entry 2:
{
  "formula": "C9H26IN2O3",
  "method": "ωB97M-V/def2-TZVPD",
  "elements": ["I", "C", "O", "H", "H", "H", "H", "C", "C", "C", "O", "C", "N", "H", "H", "H", "H", "H", "H", "H", "H", "H", "H", "H", "C", "C", "C", "O", "C", "N", "H", "H", "H", "H", "H", "H", "H", "H", "H", "H", "H"],
  "xyz": [[1.982, -1.108, 0.511], [5.168, -4.082, 0.495], [3.798, -4.178, 0.577], [5.504, -4.395, -0.494], [5.529, -3.085, 0.748], [5.392, -4.764, 1.315], [3.436, -3.318, 0.353], [-1.754, -1.813, 2.420], [-2.102, -0.482, 1.741], [-1.380, 0.768, 2.343], [-1.803, 1.984, 1.702], [-1.734, 3.159, 2.568], [-1.840, -0.609, 0.330], [-2.065, -2.669, 1.821], [-2.280, -1.813, 3.375], [-0.703, -1.817, 2.706], [-3.153, -0.306, 1.970], [-0.296, 0.662, 2.368], [-1.667, 0.681, 3.391], [-2.099, 4.052, 2.061], [-0.733, 3.408, 2.922], [-2.301, 2.973, 3.480], [-0.887, -0.896, 0.160], [-2.427, -1.323, -0.078], [1.745, 2.387, -2.272], [0.219, 2.060, -2.063], [-0.290, 0.809, -2.791], [-1.644, 0.586, -2.413], [-2.171, -0.623, -3.059], [0.075, 1.821, -0.594], [1.991, 2.421, -3.334], [2.282, 1.524, -1.878], [2.155, 3.256, -1.758], [-0.422, 2.924, -2.237], [0.269, -0.055, -2.431], [-0.115, 0.916, -3.861], [-1.709, -0.926, -3.999], [-3.247, -0.494, -3.173], [-1.939, -1.363, -2.294], [0.720, 1.067, -0.405], [0.496, 2.660, -0.222]],
  "atomic_forces_ev_per_a": [[0.207, -0.115, -0.038], [0.147, -0.520, 0.905], [-1.698, 0.257, -0.390], [0.564, -0.112, 0.036], [0.187, 0.106, -0.109], [1.515, -0.191, -0.329], [-0.785, 0.417, -0.065], [0.086, 1.160, 1.569], [0.780, 0.037, -0.334], [-0.463, -0.698, -0.124], [0.009, 0.696, 1.469], [0.113, -1.433, -0.267], [-0.757, 0.512, -0.657], [0.220, 0.135, 0.047], [-0.230, -0.452, 0.283], [0.222, -0.453, -0.513], [-0.312, 0.180, -0.649], [0.224, 0.013, -0.577], [-0.288, 0.717, 0.491], [-0.248, -0.382, -0.302], [0.475, -0.290, -0.254], [-0.385, 0.073, 0.074], [0.390, 0.144, 0.104], [-0.153, -0.094, 0.045], [-0.863, -1.261, -1.056], [0.845, 0.110, 1.811], [0.166, 0.427, 1.038], [-0.321, -0.194, -2.434], [0.636, 1.016, 1.917], [-0.257, 0.530, -1.307], [0.184, 0.332, -0.224], [0.117, -0.088, 0.074], [-0.554, 0.182, -0.014], [-0.045, 0.004, -0.627], [0.528, -0.128, -0.031], [-0.353, -0.050, -0.385], [0.161, 0.423, -0.128], [0.090, -0.035, 0.005], [-0.353, -0.682, -0.344], [0.164, -0.310, 0.557], [0.036, 0.020, 0.733]],
  "mulliken_charge": [-0.60, -0.48, -0.47, 0.20, 0.24, 0.18, 0.13, -1.44, 0.22, -0.75, -0.26, -0.82, -0.25, 0.36, 0.43, 0.31, 0.26, 0.26, 0.48, 0.25, 0.32, 0.33, -0.02, 0.26, -1.24, -0.05, -0.55, -0.26, -0.80, -0.19, 0.36, 0.32, 0.38, 0.32, 0.31, 0.40, 0.34, 0.23, 0.27, -0.15, 0.19],
  "homo_ev": -4.292,
  "lumo_ev": 3.265,
  "orbital_gap_ev": 7.56,
  "e_tot_ev": -26978.018,
  "total_charge": -1
}

Entry 3:
{
  "formula": "C5H7N",
  "method": "ωB97M-V/def2-TZVPD",
  "elements": ["N", "C", "C", "C", "C", "C", "H", "H", "H", "H", "H", "H", "H"],
  "xyz": [[-2.401, -2.134, 0.907], [-1.908, -1.223, 0.380], [-1.259, -0.079, -0.260], [0.125, -0.223, -0.706], [1.253, 0.093, 0.666], [1.061, 0.890, -0.611], [-1.401, 0.807, 0.378], [-1.777, 0.135, -1.206], [0.769, -1.181, -0.140], [2.235, -0.365, 0.795], [0.811, 0.501, 1.569], [0.586, 1.863, -0.475], [1.905, 0.918, -1.297]],
  "atomic_forces_ev_per_a": [[0.771, 1.524, -0.864], [-0.432, -1.529, 0.760], [-1.340, 0.945, -0.226], [3.676, -3.763, 2.751], [-0.276, 1.475, -0.929], [0.524, 0.745, 0.454], [-0.129, -0.115, 0.015], [-0.433, -0.015, 0.306], [-1.663, 1.246, -1.920], [-0.488, -0.295, -0.205], [-0.187, -0.192, -0.153], [0.168, -0.089, -0.003], [-0.191, 0.064, 0.014]],
  "mulliken_charge": [-0.41, 0.14, -0.27, -0.02, -0.68, -0.54, 0.28, 0.26, 0.18, 0.34, 0.27, 0.22, 0.23],
  "homo_ev": -8.764,
  "smiles": "N#CCC1CC1",
  "lumo_ev": 0.950,
  "orbital_gap_ev": 9.71,
  "e_tot_ev": -6784.631,
  "total_charge": 0
}

Entry 4:
{
  "formula": "C4H9NO",
  "method": "ωB97M-V/def2-TZVPD",
  "elements": ["C", "C", "N", "C", "C", "O", "H", "H", "H", "H", "H", "H", "H", "H", "H"],
  "xyz": [[0.587, -0.860, -1.602], [-0.333, 0.178, -0.955], [-0.145, 0.224, 0.601], [-0.731, -0.525, 1.775], [0.879, 1.079, 0.857], [1.443, 1.694, -0.029], [1.642, -0.570, -1.529], [0.446, -1.811, -1.092], [0.380, -1.005, -2.673], [-0.094, 1.145, -1.449], [-1.385, 0.002, -1.157], [-1.788, -0.309, 1.989], [-0.203, -0.241, 2.708], [-0.631, -1.619, 1.733], [1.188, 1.192, 1.912]],
  "atomic_forces_ev_per_a": [[-0.070, -0.158, 0.217], [-0.384, -0.423, 0.622], [0.384, 0.417, -0.524], [0.008, 0.094, -0.466], [0.191, 0.185, -0.205], [0.513, 0.276, 0.529], [-0.300, 0.034, 0.172], [0.132, -0.207, -0.132], [-0.180, 0.154, 0.347], [-0.250, -0.413, 1.212], [-0.138, -0.411, 0.123], [0.244, 0.136, -0.551], [0.017, 0.161, -0.797], [0.083, 0.305, -0.495], [-0.250, -0.151, -0.054]],
  "mulliken_charge": [-0.97, -0.49, 0.10, -0.80, 0.05, -0.58, 0.29, 0.25, 0.33, 0.28, 0.37, 0.28, 0.26, 0.29, 0.32],
  "homo_ev": -9.385,
  "smiles": "CCN(C)C=O",
  "lumo_ev": 0.886,
  "orbital_gap_ev": 10.27,
  "e_tot_ev": -7830.904,
  "total_charge": 0
}

Entry 5:
{
  "formula": "C12H11F2NTc",
  "method": "ωB97M-V/def2-TZVPD",
  "elements": ["Tc", "C", "H", "H", "H", "H", "H", "F", "C", "C", "C", "C", "C", "F", "C", "C", "C", "C", "C", "C", "N", "H", "H", "H", "H", "H", "H"],
  "xyz": [[-0.121, 0.049, -0.234], [0.683, -0.300, -2.083], [1.771, -0.404, -2.047], [0.203, -1.208, -2.460], [0.377, 0.598, -2.637], [-1.230, 1.187, -0.737], [-1.740, 0.071, -0.615], [0.556, -5.260, 1.190], [0.546, -3.930, 1.555], [0.343, -2.964, 0.558], [0.317, -1.616, 1.006], [0.489, -1.163, 2.322], [0.690, -2.234, 3.224], [0.855, -1.946, 4.546], [0.720, -3.582, 2.892], [0.429, 0.290, 2.633], [0.601, 0.932, 3.859], [0.519, 2.311, 3.948], [0.266, 3.104, 2.831], [0.093, 2.451, 1.616], [0.184, 1.080, 1.575], [0.195, -3.232, -0.502], [0.870, -4.364, 3.637], [0.798, 0.305, 4.701], [0.659, 2.788, 4.904], [0.199, 4.192, 2.865], [-0.111, 2.982, 0.665]],
  "atomic_forces_ev_per_a": [[1.013, -2.020, -1.818], [-0.032, 1.459, 0.667], [-0.058, 0.057, 0.079], [-0.373, 0.017, 0.016], [0.168, -0.361, -0.511], [-0.793, -0.209, 0.304], [0.404, 0.406, -0.130], [-0.018, 3.284, 0.957], [0.295, -3.114, -0.106], [-0.166, 2.477, -0.103], [-1.089, 0.173, -1.657], [0.007, 0.167, 0.213], [0.459, -1.252, 3.239], [-0.185, -0.286, -1.850], [0.010, 0.207, 0.145], [0.156, -0.225, 0.408], [0.012, -0.897, -0.078], [-0.020, 0.579, -0.025], [-0.010, -0.164, -0.106], [0.160, -1.634, 0.065], [-0.230, 1.714, -2.066], [0.014, 0.034, 0.756], [-0.021, 0.370, -0.065], [0.083, 0.088, 0.590], [0.027, 0.008, 0.188], [0.050, -0.361, 0.166], [0.138, -0.519, 0.721]],
  "mulliken_charge": [-0.25, -0.97, 0.35, 0.33, 0.35, 0.06, 0.29, -0.19, 0.47, -0.52, 0.24, 0.10, 0.71, -0.24, -0.84, 1.21, -0.44, -0.39, -0.68, 0.03, -0.46, 0.44, 0.51, 0.58, 0.48, 0.44, 0.37],
  "homo_ev": [-16.409, -17.227],
  "lumo_ev": [-9.702, -11.930],
  "multiplicity": 4,
  "orbital_gap_ev": [6.71, 5.30],
  "e_tot_ev": -21722.533,
  "s_squared": 3.83,
  "total_charge": 2
}

Entry 6:
{
  "formula": "C26H28I2O5SbW",
  "method": "ωB97M-V/def2-TZVPD",
  "elements": ["W", "O", "C", "O", "C", "O", "C", "C", "O", "O", "H", "H", "H", "H", "H", "I", "C", "I", "H", "H", "C", "C", "C", "C", "C", "C", "C", "Sb", "C", "C", "C", "C", "C", "C", "C", "C", "C", "C", "C", "C", "C", "C", "H", "H", "H", "H", "H", "H", "H", "H", "H", "H", "H", "H", "H", "H", "H", "H", "H", "H", "H", "H", "H"],
  "xyz": [[-0.336, -0.658, -0.099], [2.867, -1.335, 2.340], [1.910, -1.657, 1.423], [1.284, -0.477, 0.898], [0.693, -2.431, 1.947], [-0.239, -2.256, 0.907], [-1.939, 0.066, 1.251], [-1.786, 1.352, 0.531], [-2.584, 2.053, -0.026], [-0.441, 1.322, 0.164], [2.507, -0.813, 3.073], [0.324, -1.971, 2.870], [0.870, -3.494, 2.112], [-1.355, -0.004, 2.169], [-2.965, -0.294, 1.273], [-1.993, 1.317, -2.571], [-2.062, 0.649, -4.410], [-1.074, -2.358, -2.003], [-2.241, 1.342, -5.228], [-1.962, -0.410, -4.634], [3.603, 1.672, -4.475], [3.214, 0.233, -4.649], [3.558, -0.398, -5.847], [3.232, -1.717, -6.108], [2.548, -2.467, -5.157], [2.196, -1.866, -3.965], [2.511, -0.528, -3.705], [2.031, 0.044, -1.721], [2.347, 2.081, -1.270], [1.588, 2.898, -2.122], [1.573, 4.265, -1.958], [2.331, 4.827, -0.932], [3.082, 4.021, -0.100], [3.106, 2.629, -0.239], [3.953, 1.831, 0.707], [3.302, -1.370, -0.665], [2.668, -2.368, 0.242], [3.544, -3.421, 0.781], [4.867, -3.476, 0.472], [5.396, -2.473, -0.345], [4.642, -1.414, -0.926], [5.388, -0.425, -1.767], [4.464, 1.903, -5.099], [3.856, 1.936, -3.450], [2.796, 2.338, -4.790], [4.102, 0.168, -6.592], [3.520, -2.164, -7.050], [2.303, -3.503, -5.343], [1.673, -2.459, -3.218], [1.045, 2.464, -2.961], [0.998, 4.894, -2.623], [2.336, 5.899, -0.786], [3.671, 4.474, 0.688], [3.786, 2.160, 1.733], [5.013, 1.982, 0.493], [3.745, 0.762, 0.670], [1.882, -2.897, -0.332], [3.103, -4.164, 1.437], [5.508, -4.256, 0.858], [6.461, -2.499, -0.558], [6.261, -0.062, -1.221], [4.788, 0.445, -2.030], [5.740, -0.888, -2.691]],
  "atomic_forces_ev_per_a": [[0.738, -1.406, 1.643], [-0.037, 0.058, -0.061], [0.049, 0.194, 0.076], [-0.243, 0.179, 0.013], [0.156, -0.051, -0.041], [-0.364, 0.528, -0.328], [-0.141, 0.538, -0.975], [0.622, -0.781, -0.324], [0.104, 0.174, 0.350], [-0.138, -0.378, -0.792], [-0.013, -0.046, 0.027], [0.081, -0.045, 0.029], [-0.016, 0.018, -0.009], [-0.267, 0.068, 0.160], [0.169, -0.410, 0.262], [-0.325, 0.607, -0.860], [-0.017, 0.043, 0.405], [-0.149, 0.505, 0.141], [-0.022, 0.034, 0.029], [0.025, -0.013, 0.062], [0.076, 0.113, -0.003], [-0.058, 0.053, 0.020], [-0.043, -0.018, 0.018], [-0.033, -0.067, 0.026], [0.041, 0.050, -0.088], [-0.139, -0.110, 0.236], [0.104, -0.006, -0.031], [-0.332, 0.326, 0.192], [0.007, 0.104, -0.170], [0.028, -0.235, -0.052], [0.075, 0.114, 0.116], [-0.064, -0.020, -0.074], [-0.019, 0.003, -0.001], [-0.069, -0.132, -0.043], [0.061, -0.043, 0.087], [0.184, 0.007, -0.041], [0.029, 0.037, -0.041], [0.009, -0.008, 0.006], [-0.071, -0.027, -0.016], [0.021, 0.015, 0.028], [-0.162, -0.080, 0.045], [0.015, 0.088, -0.071], [-0.002, 0.013, 0.004], [-0.005, -0.020, 0.015], [-0.001, -0.001, 0.006], [0.005, 0.027, 0.011], [0.003, -0.008, 0.008], [-0.005, -0.009, -0.001], [0.051, 0.007, -0.065], [-0.013, 0.007, 0.044], [-0.007, 0.005, -0.006], [0.002, 0.004, -0.014], [0.007, -0.013, 0.017], [0.023, 0.002, -0.002], [0.002, 0.000, 0.008], [-0.017, 0.016, -0.017], [0.046, 0.017, -0.008], [0.014, 0.005, 0.033], [-0.010, -0.009, 0.017], [0.011, -0.003, 0.006], [0.024, -0.015, -0.022], [-0.002, -0.011, 0.020], [0.002, 0.002, -0.007]],
  "mulliken_charge": [0.96, -0.50, 0.44, -0.46, -0.46, -0.48, -0.69, 0.32, -0.59, -0.25, 0.57, 0.30, 0.38, 0.40, 0.42, 0.76, -0.31, -0.12, 0.36, 0.26, -1.31, 0.98, -0.69, -0.73, -0.94, -1.07, 0.96, 1.58, 1.78, -0.96, -1.02, -0.79, -0.75, 0.28, -1.17, 0.16, 0.43, -0.35, -1.31, -0.38, 0.58, -1.65, 0.53, 0.12, 0.35, 0.48, 0.44, 0.50, 0.06, 0.61, 0.52, 0.46, 0.51, 0.54, 0.37, -0.18, 0.11, 0.50, 0.49, 0.58, 0.60, -0.01, 0.50],
  "homo_ev": -16.779,
  "lumo_ev": -11.686,
  "orbital_gap_ev": 5.09,
  "e_tot_ev": -62186.900,
  "total_charge": 3
}